Molecular formula: C26H31MnN7O4S
Method: DFT, ωB97M-V with the def2-TZVPD basis set

Cartesian coordinates (Å):
Mn1 -0.4118 1.1862 -0.9446
C1 -0.2857 2.0252 -3.8971
N1 0.0092 2.6897 -2.6139
C2 1.4200 3.1092 -2.5292
C3 1.9142 3.1736 -1.1057
C4 2.8604 4.1002 -0.7065
C5 3.3603 4.0351 0.5856
C6 2.8960 3.0463 1.4381
C7 1.9405 2.1684 0.9647
N2 1.4538 2.2261 -0.2793
C8 -0.9249 3.8174 -2.3905
C9 -1.5696 3.9093 -1.0236
C10 -2.1884 5.0980 -0.6639
C11 -2.8545 5.1793 0.5446
C12 -2.8823 4.0655 1.3732
C13 -2.2374 2.9249 0.9522
N3 -1.5920 2.8367 -0.2233
C14 -1.5322 1.1781 -3.7968
C15 -2.3882 1.0134 -4.8702
C16 -3.4688 0.1528 -4.7425
C17 -3.6631 -0.5112 -3.5413
C18 -2.7710 -0.2835 -2.5121
N4 -1.7255 0.5439 -2.6293
H1 0.5543 1.3700 -4.1398
H2 -0.3760 2.7446 -4.7164
H3 1.5843 4.0643 -3.0358
H4 2.0263 2.3651 -3.0506
H5 3.2076 4.8551 -1.3993
H6 4.1040 4.7456 0.9202
H7 3.2632 2.9570 2.4502
H8 1.5448 1.3825 1.5981
H9 -1.7369 3.7419 -3.1180
H10 -0.4200 4.7650 -2.5960
H11 -2.1488 5.9482 -1.3322
H12 -3.3448 6.0974 0.8391
H13 -3.3901 4.0828 2.3264
H14 -2.2314 2.0372 1.5723
H15 -2.2067 1.5455 -5.7945
H16 -4.1495 0.0035 -5.5698
H17 -4.4907 -1.1912 -3.4006
H18 -2.8871 -0.7793 -1.5557
C19 1.1336 -6.3022 5.7582
C20 1.1422 -5.0661 4.8645
S1 1.9477 -5.4654 3.3272
O1 1.1622 -6.4555 2.6413
O2 3.3430 -5.6624 3.5818
C21 1.8231 -3.9638 2.3334
C22 0.4607 -3.8517 1.6676
N5 0.4386 -2.7710 0.6614
C23 -0.0380 -1.5324 0.8653
N6 0.0830 -0.7866 -0.2359
C24 0.6648 -1.5877 -1.1873
C25 0.8866 -2.8050 -0.6424
N7 1.4886 -3.9404 -1.3035
O3 1.7013 -4.9319 -0.6404
O4 1.7344 -3.7836 -2.4783
C26 -0.6175 -1.0585 2.1501
H19 0.6483 -6.0619 6.7024
H20 2.1495 -6.6313 5.9678
H21 0.5904 -7.1177 5.2848
H22 1.7082 -4.2450 5.3067
H23 0.1305 -4.7318 4.6255
H24 2.6095 -4.1033 1.5901
H25 2.0737 -3.1043 2.9562
H26 -0.3203 -3.6212 2.3905
H27 0.2078 -4.7878 1.1816
H28 0.8886 -1.2699 -2.1916
H29 -1.5166 -1.6155 2.4156
H30 -0.8804 -0.0070 2.0518
H31 0.0953 -1.1588 2.9693

Computed properties:
Maximum force, eV Å⁻¹: 0.13
Energy, Ha: -3242.3084
LUMO (spin up / spin down), eV: -5.3263 / -5.6257
Multiplicity: 6
HOMO-LUMO gap (spin up / spin down), eV: 9.182 / 8.884
Charge: +2

Molecular formula: C26H31N3O2S
Method: DFT, ωB97M-V with the def2-TZVPD basis set

Cartesian coordinates (Å):
C1 2.1232 7.6739 2.2756
C2 3.4879 7.0782 2.2792
C3 4.6644 7.7549 2.1951
S1 6.0030 6.6711 2.2274
C4 4.8584 5.3552 2.3576
C5 5.3076 3.9359 2.4833
C6 5.8629 3.6797 3.8903
N1 4.1978 3.0609 2.1943
C7 4.2458 2.1248 1.2140
O1 5.2774 1.8428 0.6328
C8 2.9545 1.4378 0.9429
C9 2.9913 0.1234 0.4926
C10 1.8328 -0.5734 0.2084
C11 0.5949 0.0477 0.3576
O2 -0.6143 -0.5197 0.1313
C12 -0.7075 -1.8496 -0.3548
C13 -0.4367 -1.9272 -1.8586
C14 -0.6856 -3.3480 -2.3571
N2 -2.0546 -3.7282 -2.0849
C15 -2.5055 -4.9266 -2.7713
C16 -3.7630 -4.6233 -3.6083
C17 -4.8807 -4.1442 -2.7312
C18 -5.0445 -2.7880 -2.4788
C19 -6.0370 -2.3450 -1.6232
C20 -6.8829 -3.2538 -1.0102
C21 -6.7309 -4.6072 -1.2586
C22 -5.7350 -5.0481 -2.1121
C23 -2.3232 -3.7307 -0.6620
C24 -2.1333 -2.3292 -0.0924
C25 0.5571 1.3790 0.7860
C26 1.7157 2.0634 1.0763
N3 3.6296 5.7273 2.3742
H1 2.1816 8.7565 2.2113
H2 1.5564 7.2926 1.4279
H3 1.5944 7.3941 3.1851
H4 4.8237 8.8108 2.1159
H5 6.0850 3.7160 1.7411
H6 6.1816 2.6441 3.9698
H7 6.7137 4.3285 4.0809
H8 5.0949 3.8731 4.6362
H9 3.3182 3.3125 2.6154
H10 3.9538 -0.3496 0.3682
H11 1.9095 -1.5948 -0.1292
H12 -0.0058 -2.4984 0.1902
H13 -1.1193 -1.2426 -2.3639
H14 0.5861 -1.6232 -2.0862
H15 -0.5218 -3.3837 -3.4364
H16 0.0372 -4.0357 -1.8753
H17 -1.7220 -5.2952 -3.4403
H18 -2.7324 -5.7270 -2.0558
H19 -3.5107 -3.8547 -4.3394
H20 -4.0570 -5.5314 -4.1379
H21 -4.3815 -2.0804 -2.9533
H22 -6.1530 -1.2877 -1.4332
H23 -7.6593 -2.9091 -0.3429
H24 -7.3898 -5.3213 -0.7858
H25 -5.6193 -6.1065 -2.3015
H26 -3.3558 -4.0460 -0.5044
H27 -1.6579 -4.4366 -0.1266
H28 -2.8283 -1.6441 -0.5773
H29 -2.3361 -2.3265 0.9789
H30 -0.4075 1.8529 0.8790
H31 1.6515 3.1000 1.3748

Computed properties:
Maximum force, eV Å⁻¹: 0.96
Energy, Ha: -1722.3249
LUMO, eV: 0.7115
HOMO-LUMO gap, eV: 9.194
Charge: 0